{
  "formula": "C28H29BBrF32N2O10P",
  "method": "wB97M-V/def2-TZVPD",
  "total_energy_ha": -8082.21138,
  "smiles": "COB(O)[C@@]1(OC#N)OC(=O)O[C@@]1(C[C@H](C)Br)[PH2]=N.FC(F)C(F)(F)COC(F)(F)C(F)F.FC(F)C(F)(F)COC(F)(F)C(F)F.FC(F)C(F)(F)COC(F)(F)C(F)F.FC(F)C(F)(F)COC(F)(F)C(F)F",
  "lumo_ev": 0.1,
  "symbols": ["C", "O", "B", "O", "C", "O", "C", "N", "O", "C", "O", "O", "C", "C", "C", "C", "Br", "P", "N", "H", "H", "H", "H", "H", "H", "H", "H", "H", "H", "H", "H", "H", "C", "C", "C", "F", "F", "F", "F", "O", "C", "C", "F", "F", "F", "F", "H", "H", "H", "H", "C", "C", "C", "F", "F", "F", "F", "O", "C", "C", "F", "F", "F", "F", "H", "H", "H", "H", "C", "C", "C", "F", "F", "F", "F", "O", "C", "C", "F", "F", "F", "F", "H", "H", "H", "H", "C", "C", "C", "F", "F", "F", "F", "O", "C", "C", "F", "F", "F", "F", "H", "H", "H", "H"],
  "xyz": [[-6.1397, 2.0417, -0.2336], [-5.0965, 1.0536, -0.0700], [-3.9678, 1.2815, -0.7858], [-4.0390, 1.8165, -2.0521], [-2.5685, 0.9304, -0.0464], [-2.7085, 0.4973, 1.3206], [-3.2069, -0.6941, 1.4162], [-3.8932, -1.6215, 1.4824], [-2.0683, -0.1795, -0.8261], [-1.3029, 0.3986, -1.8119], [-0.8879, -0.1638, -2.7598], [-1.1043, 1.7196, -1.5371], [-1.3781, 1.9347, -0.1325], [-0.1968, 1.4497, 0.7112], [1.2057, 1.8383, 0.2301], [1.3850, 3.2528, -0.3315], [1.9065, 0.5349, -1.0491], [-2.1431, 3.5678, 0.3402], [-1.2975, 4.5227, 1.2529], [-6.8708, 1.8518, 0.5450], [-6.6319, 1.9361, -1.1962], [-5.7306, 3.0426, -0.1215], [-3.8698, 1.1355, -2.7181], [-0.3367, 1.7925, 1.7338], [-0.2293, 0.3618, 0.7628], [1.8582, 1.7621, 1.0934], [0.4857, 3.6849, -0.7623], [2.1634, 3.2654, -1.0888], [1.7212, 3.9216, 0.4611], [-3.3580, 3.2760, 1.0112], [-2.4623, 4.1797, -0.8904], [-0.4042, 4.1091, 1.4918], [-5.6278, -2.8624, 0.0280], [-4.5149, -3.8409, -0.4020], [-3.3904, -3.2983, -1.2817], [-3.8448, -2.8409, -2.4663], [-2.5109, -4.3039, -1.5409], [-5.0688, -4.9354, -0.9732], [-3.9072, -4.2650, 0.7424], [-6.8473, -2.8864, -0.7129], [-7.0074, -2.1429, -1.8500], [-7.2218, -3.0197, -3.0868], [-6.1919, -3.8654, -3.2688], [-7.3156, -2.2276, -4.1817], [-5.9970, -1.2631, -2.0250], [-8.1352, -1.4106, -1.6872], [-5.9243, -3.1989, 1.0186], [-5.2685, -1.8588, 0.1646], [-2.8532, -2.4989, -0.7734], [-8.1410, -3.5993, -2.9814], [1.4613, 1.1079, 7.2749], [2.6326, 0.5015, 6.4846], [3.3715, 1.4050, 5.4933], [2.5577, 1.8496, 4.5112], [4.3633, 0.6969, 4.9106], [2.2267, -0.6306, 5.8736], [3.5644, 0.1400, 7.4124], [0.1434, 0.8573, 6.8129], [-0.4407, 1.6508, 5.8590], [-0.7320, 0.8712, 4.5752], [0.3882, 0.3281, 4.0608], [-1.2406, 1.7164, 3.6422], [0.2810, 2.7601, 5.6183], [-1.6306, 2.0564, 6.3519], [1.4910, 0.6054, 8.2403], [1.6209, 2.1648, 7.4894], [3.8141, 2.2622, 6.0078], [-1.4488, 0.0695, 4.7638], [5.2822, 2.4627, -5.4158], [6.0936, 1.5707, -4.4630], [5.4271, 1.1479, -3.1539], [5.1192, 2.2063, -2.3772], [6.2789, 0.3659, -2.4501], [7.2917, 2.1424, -4.2179], [6.3383, 0.4143, -5.1434], [5.5259, 3.8594, -5.3998], [4.8805, 4.6916, -4.5183], [5.8526, 5.3631, -3.5437], [6.5481, 4.4498, -2.8419], [5.1498, 6.1204, -2.6698], [3.8781, 4.0612, -3.8780], [4.3159, 5.6769, -5.2514], [5.6020, 2.1613, -6.4121], [4.2162, 2.2387, -5.3694], [4.5176, 0.5728, -3.3503], [6.5533, 5.9983, -4.0892], [0.8591, -4.5316, -0.5387], [1.7399, -5.6506, -1.1106], [2.3675, -6.6332, -0.1215], [3.1953, -6.0128, 0.7428], [3.0982, -7.5435, -0.8077], [2.6916, -5.1161, -1.9065], [0.9295, -6.3995, -1.9122], [1.4343, -3.2476, -0.3716], [2.1246, -2.8901, 0.7587], [3.5900, -2.5571, 0.4732], [4.2191, -3.6075, -0.0877], [4.2105, -2.2639, 1.6386], [1.9952, -3.8103, 1.7333], [1.5198, -1.7609, 1.2064], [0.0935, -4.3569, -1.2896], [0.3208, -4.8527, 0.3541], [1.5930, -7.1641, 0.4387], [3.6584, -1.6995, -0.1980]],
  "forces_ev_per_a": [[-0.4, -0.6, -0.1], [0.6, 0.8, 0.4], [-1.1, 0.1, 0.4], [0.4, -0.5, 0.3], [0.5, -0.7, -0.1], [0.5, -0.4, -0.4], [-1.4, 0.5, 0.2], [1.6, 0.4, 0.9], [0.3, 0.5, -0.2], [0.4, 0.0, -0.1], [-0.3, -0.1, -0.1], [0.2, 0.2, 0.3], [-1.4, -1.2, -0.3], [0.1, 0.2, 0.0], [0.0, 0.7, 0.1], [0.1, 0.0, 0.1], [0.0, -0.1, -0.1], [1.6, 1.8, 0.7], [-0.1, -0.7, -0.3], [0.0, 0.0, 0.1], [0.1, 0.0, -0.1], [0.0, 0.1, 0.0], [0.1, 0.3, -0.3], [0.1, 0.1, -0.1], [-0.1, 0.0, 0.0], [0.1, -0.4, 0.0], [0.0, -0.1, -0.1], [0.0, 0.0, 0.0], [-0.1, 0.0, 0.1], [-0.2, -0.5, -0.7], [-0.5, -0.5, -0.1], [0.1, 0.3, 0.2], [-0.6, -0.1, 0.1], [-0.5, -0.2, 0.1], [0.4, 0.0, 0.0], [-0.1, 0.0, 0.0], [-0.1, 0.0, 0.0], [0.0, 0.1, -0.1], [0.1, -0.1, -0.1], [0.2, -0.4, -0.7], [0.1, 0.0, 0.8], [-0.1, -0.2, -0.3], [0.0, 0.1, 0.0], [0.0, 0.1, 0.0], [0.0, 0.0, -0.2], [-0.1, 0.1, -0.1], [0.0, -0.1, 0.0], [-0.1, 0.1, -0.5], [0.0, 0.0, 0.0], [0.0, 0.1, 0.1], [-0.1, 0.2, 0.7], [-0.4, -0.4, -0.1], [0.4, 0.1, -0.1], [-0.1, 0.0, 0.1], [0.0, 0.0, 0.1], [0.0, 0.1, -0.1], [0.1, 0.2, 0.0], [0.2, -0.1, -0.6], [0.2, 0.2, 0.6], [-0.1, -0.3, -0.3], [0.1, 0.1, 0.0], [-0.1, 0.1, 0.3], [0.0, 0.0, -0.2], [-0.1, 0.0, -0.1], [0.0, -0.1, 0.0], [0.1, 0.1, -0.3], [-0.1, 0.0, 0.0], [0.0, 0.1, 0.1], [-0.3, -0.1, -0.7], [0.4, 0.5, -0.1], [-0.2, -0.4, 0.3], [0.0, 0.1, -0.1], [0.1, 0.0, -0.1], [0.0, 0.0, 0.1], [-0.2, -0.1, 0.0], [0.3, 0.0, 0.6], [-0.3, -0.4, -0.5], [0.2, 0.2, 0.1], [-0.1, -0.1, 0.0], [-0.1, 0.0, -0.1], [0.1, 0.0, 0.1], [0.0, 0.1, 0.1], [0.1, 0.0, 0.0], [0.0, 0.0, 0.3], [0.0, 0.1, -0.1], [-0.1, 0.0, -0.1], [-0.7, 0.2, 0.1], [0.2, 0.5, -0.3], [0.1, -0.4, 0.0], [-0.1, 0.1, 0.0], [-0.1, 0.1, 0.0], [0.1, -0.1, 0.1], [-0.1, -0.1, 0.2], [0.8, -0.2, -0.1], [-1.0, -0.3, -0.1], [0.3, 0.2, -0.1], [-0.1, -0.1, 0.1], [-0.1, 0.0, 0.0], [0.2, 0.0, 0.0], [0.2, 0.1, 0.3], [0.0, -0.1, -0.2], [0.2, -0.1, 0.1], [0.0, 0.1, 0.0], [-0.1, 0.0, 0.0]],
  "lowdin_charge": [-0.01, 0.05, -0.63, 0.20, -0.28, 0.10, -0.23, 0.24, 0.11, -0.57, 0.19, 0.06, -0.41, -0.17, -0.64, -0.12, 0.85, 0.84, -0.27, 0.10, 0.10, 0.09, 0.14, 0.10, 0.11, 0.09, 0.06, 0.06, 0.09, 0.05, 0.04, -0.04, -0.07, -0.44, -0.29, 0.10, 0.09, 0.13, 0.09, 0.05, -0.54, -0.28, 0.10, 0.09, 0.14, 0.14, 0.15, 0.08, 0.14, 0.18, -0.04, -0.44, -0.30, 0.09, 0.10, 0.14, 0.11, 0.05, -0.54, -0.27, 0.10, 0.08, 0.15, 0.15, 0.15, 0.15, 0.17, 0.18, -0.04, -0.44, -0.31, 0.08, 0.10, 0.14, 0.11, 0.05, -0.54, -0.29, 0.10, 0.10, 0.15, 0.14, 0.15, 0.15, 0.16, 0.18, -0.04, -0.44, -0.30, 0.10, 0.10, 0.13, 0.11, 0.04, -0.55, -0.29, 0.10, 0.10, 0.15, 0.10, 0.14, 0.15, 0.17, 0.13]
}